No. 1
A structure of composition C33H42BrN3O5PSiSr at a distorted geometry. Source: OMol25; level of theory: the ωB97M-V functional and the def2-TZVPD basis.

Structure (XYZ):
```
87
C33H42BrN3O5PSiSr (the ωB97M-V functional and the def2-TZVPD basis)
Sr 0.70952 -0.61371 -0.07490
Br 5.87541 1.60903 4.97263
C 4.92920 0.84569 3.50365
C 5.51048 0.84988 2.22446
C 4.83455 0.32054 1.15578
C 3.53068 -0.24239 1.29008
O 2.88205 -0.65793 0.27111
C 2.99109 -0.28886 2.61942
C 1.72183 -0.92818 2.94435
N 1.03596 -1.68512 2.16350
C -0.14038 -2.31589 2.65150
C -0.29143 -2.74557 3.94245
C -1.49931 -3.32406 4.40452
C -2.56226 -3.46760 3.56629
C -2.43886 -3.06803 2.21215
C -3.51704 -3.16249 1.29774
C -3.36487 -2.76198 0.00717
C -2.10257 -2.28717 -0.39966
N -1.07961 -2.19012 0.41287
C -1.22778 -2.53863 1.73190
C 3.69591 0.29106 3.69269
H 6.49424 1.28272 2.08726
H 5.26449 0.33131 0.16022
H 1.35691 -0.72564 3.95751
H 0.54236 -2.64560 4.62778
H -1.57227 -3.64582 5.43662
H -3.50051 -3.88962 3.91149
H -4.46649 -3.55207 1.64950
H -4.17913 -2.80882 -0.70315
H -1.92347 -1.99763 -1.43488
H 3.25200 0.27781 4.68298
C -0.10561 -4.10586 -2.51525
Si 1.29676 -2.94485 -2.98781
C 2.80179 -3.62189 -2.09077
C 1.61161 -3.22059 -4.81699
N 0.98883 -1.35219 -2.52711
C 1.22994 -0.26458 -3.35308
C 0.64751 -0.13189 -4.63964
C 0.90745 0.96382 -5.45239
C 1.73982 1.99704 -5.02345
C 2.30614 1.90374 -3.75597
C 2.06540 0.80542 -2.94158
H 0.12303 -5.12888 -2.84569
H -1.05510 -3.79837 -2.97553
H -0.24701 -4.13184 -1.42523
H 2.78920 -4.72018 -2.02640
H 2.83972 -3.21327 -1.07313
H 3.72856 -3.31537 -2.59770
H 2.15900 -4.16045 -4.96012
H 2.21222 -2.40446 -5.23938
H 0.67743 -3.27625 -5.39077
H -0.03645 -0.90640 -4.97459
H 0.44121 1.02038 -6.43239
H 1.94045 2.85087 -5.65939
H 2.95742 2.69511 -3.39942
H 2.54764 0.73539 -1.97559
C -2.20719 2.70923 -1.68035
C -3.20862 1.81283 -0.95193
C -4.30723 2.63449 -0.29840
C -3.78272 0.79244 -1.91766
O -2.60374 1.01209 0.09665
P -1.27956 1.29301 0.93514
O -0.10860 1.40519 -0.00331
O -1.17238 0.24038 1.97818
O -1.61511 2.73417 1.54480
C -0.72793 3.52785 2.38308
C -0.36490 4.75368 1.56530
C 0.53791 2.77940 2.80636
C -1.55229 3.89890 3.60280
H -2.68491 3.09661 -2.58279
H -1.31228 2.15369 -1.96992
H -1.89685 3.55327 -1.05589
H -4.78655 3.28000 -1.04063
H -3.88036 3.25615 0.49225
H -5.06195 1.97813 0.14207
H -4.34329 1.29417 -2.71026
H -4.45281 0.10962 -1.38640
H -2.97555 0.21121 -2.37574
H 0.20905 4.45463 0.68468
H 0.23500 5.44955 2.16036
H -1.27333 5.26452 1.23298
H 1.14624 2.49747 1.94217
H 0.28874 1.87168 3.36564
H 1.13231 3.43578 3.44384
H -2.45964 4.42611 3.29857
H -0.97655 4.54165 4.27329
H -1.84263 2.99249 4.13944
```

Its total charge is -1. The value obtained for the HOMO energy is -4.13 eV.


No. 2
A structure of composition C33H42CuN2O7PS2Si2. Source: OMol25; level of theory: the ωB97M-V functional and the def2-TZVPD basis.

Structure (XYZ):
```
90
C33H42CuN2O7PS2Si2 (the ωB97M-V functional and the def2-TZVPD basis)
Cu -1.40509 1.26482 -0.89219
S -2.95920 4.89070 1.09151
C -4.03820 3.55889 1.19009
C -3.35267 2.40585 1.00979
N -1.98893 2.55426 0.78752
C -1.64984 3.80402 0.81446
H -5.09580 3.69908 1.36973
H -3.77384 1.40525 1.01824
H -0.63556 4.17119 0.66291
N -1.92376 -0.59798 2.00251
C -1.62848 -1.94109 2.29966
C -1.92044 -2.48393 3.55137
C -1.58629 -3.79887 3.85193
C -0.97350 -4.60235 2.90080
C -0.72103 -4.08027 1.63189
C -1.04834 -2.76600 1.33588
S -0.33358 -6.21460 3.34201
O 1.06109 -5.93889 3.68419
O -0.49676 -7.02574 2.14396
O -1.14605 -6.64180 4.47424
H -1.97265 -0.02181 2.82752
H -1.30012 -0.17097 1.31680
H -2.39118 -1.85342 4.30165
H -1.78791 -4.21492 4.83408
H -0.24890 -4.72149 0.89268
H -0.81485 -2.33557 0.36978
C -2.55218 0.83242 -4.34528
Si -2.84702 1.66120 -2.64470
C -2.94282 3.51720 -3.14593
C -4.71802 1.28942 -2.40998
H -3.18867 1.27233 -5.12657
H -2.77219 -0.24554 -4.28977
H -1.50247 0.92092 -4.65983
H -3.64383 3.67347 -3.97968
H -1.95553 3.89411 -3.45294
H -3.27603 4.13605 -2.29796
H -5.30893 1.63897 -3.26941
H -5.11404 1.77546 -1.50466
H -4.88836 0.20730 -2.29797
O 0.19712 0.60591 0.05145
Si 1.57974 1.01185 0.69598
C 2.96067 1.06203 -0.60291
C 4.30947 1.19538 -0.25118
C 5.30605 1.25660 -1.22006
C 4.97036 1.17926 -2.56986
C 3.63781 1.03852 -2.94073
C 2.64548 0.98225 -1.96394
C 2.19184 -0.08005 2.11015
C 2.89563 0.42958 3.21052
C 3.31591 -0.40325 4.24434
C 3.02819 -1.76428 4.20727
C 2.33931 -2.29934 3.12398
C 1.94377 -1.45776 2.08785
C 1.55074 2.76933 1.44429
C 0.83517 3.00449 2.62833
C 0.74854 4.27217 3.19102
C 1.37992 5.35041 2.57576
C 2.09234 5.14735 1.39938
C 2.17620 3.86971 0.84508
H 4.58593 1.24192 0.80153
H 6.34550 1.35721 -0.92429
H 5.74622 1.22433 -3.32604
H 3.36952 0.96789 -3.99010
H 1.60104 0.86667 -2.25583
H 3.10878 1.49377 3.26874
H 3.85688 0.01343 5.08755
H 3.32882 -2.41015 5.02660
H 2.09566 -3.35954 3.09709
H 1.40081 -1.88229 1.25157
H 0.32664 2.17071 3.11189
H 0.18557 4.42299 4.10634
H 1.31946 6.34007 3.01388
H 2.58711 5.98291 0.91464
H 2.72898 3.72920 -0.08046
C 1.89707 -2.59590 -1.98523
O 0.56980 -2.97468 -2.36928
P -0.42332 -1.75374 -2.85778
O -1.70407 -2.69359 -3.21774
C -2.71802 -2.94273 -2.23658
O 0.10250 -1.52428 -4.38913
C 0.15090 -2.59994 -5.32918
H 2.39833 -3.48780 -1.61536
H 1.88664 -1.83922 -1.19582
H 2.45742 -2.19228 -2.83400
H -3.56100 -3.39108 -2.75781
H -3.04353 -2.01130 -1.76030
H -2.36779 -3.63158 -1.47039
H 0.79562 -2.28534 -6.14925
H -0.84519 -2.81759 -5.71409
H 0.55541 -3.50587 -4.87617
```

Its total charge is -2. The value obtained for the HOMO energy is -2.32 eV.


No. 3
A structure of composition C33H42CuNO5PS2SeSi. Source: OMol25; level of theory: the ωB97M-V functional and the def2-TZVPD basis.

Structure (XYZ):
```
87
C33H42CuNO5PS2SeSi (the ωB97M-V functional and the def2-TZVPD basis)
Cu 0.66118 -0.10781 -0.75401
O -1.87908 0.48425 1.25539
N -1.69431 -0.79541 0.75047
C -1.40203 -1.66451 1.63306
C -1.10079 -3.06130 1.30328
C -1.50844 -4.00183 2.25550
C -1.28804 -5.35144 2.07430
C -0.62832 -5.78301 0.93175
C -0.19247 -4.85622 0.00217
C -0.41126 -3.48508 0.16237
P 0.29574 -2.29675 -1.06642
C 1.87161 -3.13879 -1.47199
C 2.00445 -4.19706 -2.36486
C 3.24331 -4.78539 -2.58007
C 4.36090 -4.31907 -1.90296
C 4.24077 -3.24967 -1.02559
C 3.00607 -2.65429 -0.82340
C -0.71807 -2.63772 -2.54521
C -2.02333 -3.11375 -2.46682
C -2.77724 -3.28665 -3.62018
C -2.23105 -2.99347 -4.86104
C -0.92970 -2.51448 -4.94528
C -0.17904 -2.32778 -3.79596
H -1.25853 0.58071 2.01848
H -1.36914 -1.39563 2.68743
H -2.00255 -3.64811 3.15262
H -1.61789 -6.06200 2.82247
H -0.44206 -6.83798 0.77165
H 0.34303 -5.20444 -0.86945
H 1.13908 -4.55656 -2.90913
H 3.33577 -5.60435 -3.28292
H 5.32818 -4.77505 -2.07476
H 5.11468 -2.85886 -0.51986
H 2.91611 -1.77853 -0.18982
H -2.45480 -3.34691 -1.50113
H -3.79401 -3.65225 -3.54605
H -2.81926 -3.13000 -5.76015
H -0.50271 -2.26715 -5.90953
H 0.82614 -1.91916 -3.85258
C -0.74230 1.39229 -3.61142
Si 1.11206 1.61779 -3.82974
C 1.46915 3.45148 -3.56221
C 1.45746 1.28643 -5.65873
Se 2.42937 0.30599 -2.57994
H -1.28679 2.04123 -4.30531
H -1.04537 1.63663 -2.59212
H -1.03624 0.36266 -3.81812
H 0.91532 4.07297 -4.27395
H 2.53609 3.65759 -3.67591
H 1.16816 3.74160 -2.55556
H 0.88752 1.97026 -6.29680
H 1.17625 0.26255 -5.92042
H 2.51960 1.40536 -5.88216
C -1.29421 4.32036 0.75369
C 0.21604 4.28410 0.58583
S 0.79044 2.58394 0.73300
O 0.20012 1.92719 -0.48664
C 2.53379 2.85525 0.38588
C 3.26460 3.38407 1.61030
H -1.66903 5.33607 0.62228
H -1.58555 3.96987 1.74484
H -1.76877 3.67322 0.01669
H 0.72849 4.86168 1.35772
H 0.52641 4.63664 -0.39982
H 2.60510 3.50254 -0.48953
H 2.88699 1.86446 0.09459
H 2.92963 4.38538 1.88935
H 4.33202 3.44214 1.39464
H 3.12542 2.71525 2.46075
C 1.24479 -5.90774 4.71620
C 1.31730 -4.46994 4.27807
C 0.72212 -3.45889 5.02505
C 0.77234 -2.13589 4.60741
C 1.43056 -1.80959 3.43126
C 2.03916 -2.80609 2.68245
C 1.97735 -4.12413 3.10298
S 1.45867 -0.11535 2.86890
O 0.12780 0.39584 3.21379
O 2.53346 0.54681 3.57703
O 1.68082 -0.21858 1.42207
H 0.48580 -6.04722 5.48663
H 2.20074 -6.24377 5.12443
H 1.00039 -6.55715 3.87361
H 0.19502 -3.71277 5.93868
H 0.28606 -1.35329 5.17584
H 2.53236 -2.54591 1.75896
H 2.42900 -4.89979 2.49374
```

Its total charge is -1. The value obtained for the HOMO energy is -3.98 eV.


No. 4
A structure of composition C33H42KN2OSSb2 at a distorted geometry. Source: OMol25; level of theory: the ωB97M-V functional and the def2-TZVPD basis.

Structure (XYZ):
```
82
C33H42KN2OSSb2 (the ωB97M-V functional and the def2-TZVPD basis)
K -3.11009 2.54132 -0.08127
N -1.52302 4.71097 -0.92075
C -2.00894 6.09966 -0.72901
C -3.42104 6.30025 -1.22040
N -4.28349 5.26471 -0.61206
H -0.57724 4.58250 -0.50661
H -1.37761 4.56243 -1.92502
H -1.34309 6.79020 -1.28214
H -1.91597 6.35190 0.32629
H -3.50967 6.29176 -2.30423
H -3.76679 7.25402 -0.93133
H -5.21393 5.26927 -1.09548
H -4.49261 5.53635 0.36611
C 1.70766 -2.54275 -0.75658
C 2.34883 -1.24527 -1.26067
C 2.89304 -0.33907 -0.11163
Sb 3.13623 1.75455 -0.70351
C 3.28759 2.66087 1.30827
C 4.01822 3.78917 1.54615
C 3.84505 4.53916 2.73084
C 2.77874 4.21459 3.60824
C 2.00189 3.07071 3.30895
C 2.34095 2.23215 2.26777
C 5.22648 1.92781 -0.93971
C 5.70138 2.66698 -2.00851
C 7.05610 3.00827 -1.98189
C 7.88290 2.67001 -0.92949
C 7.39394 1.89447 0.16809
C 6.03713 1.55779 0.15196
Sb -0.48218 -2.55622 -0.69000
C -0.82927 -2.19265 1.37575
C -0.21810 -2.99488 2.33591
C -0.58160 -2.89818 3.67800
C -1.47432 -1.88960 4.09273
C -2.07081 -1.03145 3.17937
C -1.69282 -1.16949 1.81368
C -0.78487 -4.71543 -0.30075
C -1.96648 -5.06354 0.42795
C -2.46328 -6.35027 0.30761
C -1.72482 -7.35982 -0.36866
C -0.55080 -7.05030 -1.05509
C -0.05813 -5.70622 -1.00067
H 2.04817 -2.71849 0.26012
H 2.04801 -3.40641 -1.40557
H 1.65633 -0.70157 -1.91763
H 3.19178 -1.53773 -1.89376
H 3.89240 -0.63100 0.13295
H 2.20364 -0.36613 0.71434
H 4.85302 4.05952 0.87106
H 4.46708 5.35333 2.94638
H 2.65813 4.83477 4.51470
H 1.13285 2.80846 3.93620
H 1.91399 1.26550 2.24567
H 5.03240 2.93556 -2.87284
H 7.43455 3.54320 -2.82518
H 8.94183 2.88535 -0.92536
H 8.03108 1.51114 0.92133
H 5.61802 0.99870 1.00329
H 0.43468 -3.82082 2.02452
H -0.25869 -3.59449 4.42720
H -1.68761 -1.75070 5.12252
H -2.71569 -0.23870 3.53747
H -2.12863 -0.58259 1.01636
H -2.57302 -4.31546 0.94329
H -3.38093 -6.61699 0.77525
H -2.03514 -8.40407 -0.33194
H -0.03534 -7.73872 -1.72371
H 0.90347 -5.42989 -1.45713
O -3.72086 -0.02505 -0.86934
S -4.82660 -0.51619 -1.79207
C -4.18461 -1.53166 -3.20089
C -4.50794 -3.01067 -2.92962
C -5.46540 -3.17765 -1.74438
C -5.57260 -1.91274 -0.89120
H -3.12030 -1.35684 -3.31787
H -4.71438 -1.15131 -4.06894
H -3.54698 -3.58247 -2.73686
H -4.86656 -3.44577 -3.88719
H -5.12305 -4.03762 -1.14227
H -6.49530 -3.50647 -2.08361
H -5.08138 -1.92836 0.09762
H -6.63558 -1.59577 -0.75113
```

Its total charge is +1. The value obtained for the HOMO energy is -10.08 eV.


No. 5
A cluster of 7 separate species, C33H43F18N4O14 in total at a distorted geometry. Source: OMol25; level of theory: the ωB97M-V functional and the def2-TZVPD basis.

Structure (XYZ):
```
112
C33H43F18N4O14 (the ωB97M-V functional and the def2-TZVPD basis)
N -0.22889 2.87692 -4.17459
C -0.82507 3.98282 -4.28271
C -1.70961 4.59220 -3.22095
C -3.13844 4.27916 -3.48861
N -3.57965 3.08917 -3.99819
C -4.90597 3.09994 -4.10608
N -5.35530 4.27493 -3.67860
C -6.77582 4.62954 -3.63273
C -7.09762 5.91751 -4.34959
N -8.09498 6.63493 -4.09649
C -4.26664 5.04365 -3.27439
C -4.39437 6.41337 -2.70100
C -4.62395 6.32630 -1.21064
O -3.81207 6.65517 -0.41812
O -5.81691 5.79753 -0.89718
H -0.40169 2.48928 -3.24522
H -0.71399 4.56257 -5.19149
H -1.60517 5.67262 -3.23630
H -1.39972 4.26417 -2.23333
H -2.97653 2.31511 -4.23201
H -5.49616 2.28937 -4.48191
H -7.08303 4.70980 -2.59973
H -7.33359 3.82706 -4.10165
H -6.44209 6.24048 -5.15207
H -8.65110 6.27075 -3.32282
H -5.16598 6.98090 -3.20641
H -3.45562 6.93544 -2.81914
H -5.74395 5.41310 -0.01144
C 0.77936 0.40558 0.48402
C -0.15540 -0.47193 -0.30968
O -1.50117 -0.38955 0.22757
C -2.22770 0.62639 -0.14131
O -1.95477 1.49710 -0.92738
C -3.59638 0.56291 0.57139
F -3.46599 0.27932 1.85873
F -4.35659 -0.36954 -0.01400
F -4.22192 1.74001 0.45322
H 0.73471 0.14411 1.54103
H 1.79791 0.28157 0.14036
H 0.50997 1.45877 0.39301
H 0.12166 -1.51872 -0.22094
H -0.16946 -0.21666 -1.36804
C -2.39855 -1.62127 6.16492
C -1.37585 -0.60752 5.70251
O -0.09327 -1.22186 5.44299
C 0.05064 -1.78299 4.25979
O -0.74317 -1.82990 3.36622
C 1.47944 -2.34833 4.13066
F 1.83410 -3.02692 5.22355
F 2.34210 -1.34035 3.95287
F 1.55907 -3.16012 3.08056
H -2.03727 -2.15488 7.04383
H -3.32872 -1.11646 6.42131
H -2.60627 -2.35546 5.38721
H -1.18327 0.12586 6.47950
H -1.70181 -0.08197 4.81087
C 1.54371 6.15968 2.31163
C 0.17301 5.69062 2.74420
O 0.19026 4.29707 3.13099
C 0.61979 4.05007 4.35964
O 0.98057 4.83773 5.17717
C 0.55184 2.53513 4.63322
F 1.02819 1.81377 3.61132
F -0.72825 2.16441 4.81506
F 1.24019 2.22398 5.71866
H 1.92750 5.52877 1.50939
H 1.48749 7.18617 1.95261
H 2.25088 6.12243 3.13859
H -0.53626 5.74306 1.92127
H -0.21650 6.28787 3.56655
C 6.93193 0.01776 -3.57293
C 5.90923 -0.79738 -4.33046
O 4.61904 -0.76618 -3.67147
C 3.87151 0.29380 -3.89674
O 4.10977 1.24453 -4.57662
C 2.52906 0.11795 -3.16268
F 2.70011 -0.31065 -1.90167
F 1.77742 -0.78474 -3.80712
F 1.85106 1.25954 -3.10229
H 7.00384 -0.32499 -2.54082
H 7.90795 -0.08709 -4.04341
H 6.66583 1.07395 -3.56287
H 6.18136 -1.84914 -4.35163
H 5.79521 -0.45474 -5.35709
C 0.44168 -5.39711 -3.53325
C 1.30731 -4.26719 -4.04597
O 2.63750 -4.71986 -4.36227
C 2.78740 -5.30074 -5.54235
O 1.94888 -5.48838 -6.36987
C 4.27087 -5.67529 -5.74193
F 4.77218 -6.24961 -4.64705
F 4.97397 -4.56090 -5.99543
F 4.40079 -6.50440 -6.76502
H 0.91391 -5.87912 -2.67739
H -0.53034 -5.01272 -3.22592
H 0.28653 -6.15250 -4.30193
H 1.44765 -3.50751 -3.28033
H 0.87000 -3.78774 -4.92068
C 3.53606 -6.02617 5.20190
C 2.16027 -6.55404 5.53870
O 2.17599 -7.98044 5.74850
C 2.57228 -8.38444 6.94451
O 2.91033 -7.70469 7.86525
C 2.49733 -9.92393 7.01727
F 3.01377 -10.48151 5.91949
F 1.21646 -10.29952 7.12249
F 3.16078 -10.36422 8.07636
H 3.94454 -6.55108 4.33810
H 3.47824 -4.96480 4.97094
H 4.22502 -6.16190 6.03436
H 1.47212 -6.40197 4.71019
H 1.74529 -6.06267 6.41741
```

Its total charge is +1. The value obtained for the HOMO energy is -12.21 eV.


Kohn-Sham gap values (in eV) by entry order: 6.132; 5.840; 6.471; 7.461; 9.252.
Molecular weight values (in Da) by entry order: 787.30; 793.53; 798.40; 797.40; 1061.68.